1.
This record from OMol25 describes a structure of composition C37H58AuBrN3O5SSi4Te. The level of theory is ωB97M-V/def2-TZVPD.

Atoms and positions in Å:
Au1 1.483 0.912 -1.754
C1 5.655 -1.248 0.347
C2 4.349 -0.576 0.683
O1 3.320 -0.903 0.123
C3 4.336 0.515 1.699
C4 5.434 0.782 2.513
C5 5.379 1.811 3.441
C6 4.231 2.583 3.551
C7 3.136 2.326 2.735
C8 3.186 1.293 1.817
H1 5.496 -1.941 -0.476
H2 6.030 -1.800 1.211
H3 6.412 -0.509 0.078
H4 6.335 0.189 2.431
H5 6.231 2.012 4.076
H6 4.192 3.391 4.270
H7 2.245 2.936 2.818
H8 2.345 1.080 1.167
C9 -1.834 -1.388 -5.975
S1 -1.400 -1.478 -4.234
O2 -0.125 -0.706 -4.103
C10 -2.709 -0.413 -3.637
C11 -2.555 0.966 -3.691
C12 -3.590 1.771 -3.239
C13 -4.753 1.201 -2.733
C14 -4.886 -0.179 -2.670
C15 -3.855 -0.994 -3.120
H9 -1.788 -0.347 -6.291
H10 -2.836 -1.794 -6.113
H11 -1.106 -1.986 -6.520
H12 -1.631 1.387 -4.071
H13 -3.501 2.849 -3.285
H14 -5.558 1.838 -2.390
H15 -5.786 -0.622 -2.265
H16 -3.940 -2.074 -3.064
C16 1.561 -3.914 0.451
Si1 0.807 -3.406 2.097
C17 0.308 -4.914 3.090
C18 2.021 -2.349 3.050
Si2 -1.146 -2.160 1.653
Te1 -0.354 -1.274 -0.584
Si3 -1.470 -0.350 3.110
C19 -1.452 -1.038 4.853
C20 -3.133 0.443 2.758
C21 -0.088 0.892 2.879
Si4 -3.029 -3.473 1.181
C22 -3.654 -4.268 2.760
C23 -4.346 -2.368 0.435
C24 -2.520 -4.777 -0.068
H17 2.394 -4.603 0.611
H18 1.971 -3.042 -0.073
H19 0.837 -4.418 -0.194
H20 1.190 -5.507 3.345
H21 -0.376 -5.556 2.533
H22 -0.182 -4.629 4.024
H23 2.966 -2.885 3.182
H24 1.641 -2.098 4.042
H25 2.231 -1.424 2.512
H26 -2.217 -1.806 4.988
H27 -1.648 -0.243 5.577
H28 -0.485 -1.481 5.099
H29 -3.952 -0.221 3.042
H30 -3.246 0.673 1.697
H31 -3.244 1.369 3.327
H32 0.876 0.463 3.159
H33 -0.260 1.773 3.504
H34 -0.010 1.221 1.839
H35 -3.967 -3.511 3.483
H36 -2.888 -4.886 3.231
H37 -4.517 -4.905 2.554
H38 -4.752 -1.672 1.172
H39 -5.174 -2.966 0.043
H40 -3.931 -1.780 -0.387
H41 -1.758 -5.448 0.337
H42 -2.118 -4.315 -0.973
H43 -3.380 -5.388 -0.356
C25 -1.001 4.713 -3.188
C26 -0.828 5.397 -1.838
C27 -0.892 4.427 -0.642
C28 -0.652 5.206 0.672
C29 -0.661 4.330 1.917
C30 -2.276 3.825 -0.567
O3 -3.291 4.467 -0.525
N1 -2.328 2.439 -0.441
C31 -1.285 1.596 -0.667
O4 -1.631 0.358 -0.610
N2 -0.067 2.031 -0.915
C32 0.225 3.407 -0.812
O5 1.372 3.770 -0.874
H44 -0.912 5.436 -3.997
H45 -1.987 4.251 -3.273
H46 -0.241 3.944 -3.352
H47 -1.607 6.146 -1.689
H48 0.138 5.898 -1.788
H49 -1.424 5.974 0.736
H50 0.312 5.705 0.569
H51 -1.623 3.830 2.059
H52 -0.474 4.932 2.806
H53 0.117 3.564 1.868
H54 -3.243 2.017 -0.354
Br1 4.623 1.977 -1.668
C33 4.314 0.410 -2.653
C34 5.380 -0.245 -3.244
C35 5.126 -1.407 -3.950
C36 3.823 -1.869 -4.047
C37 2.816 -1.153 -3.434
N3 3.057 -0.029 -2.740
H55 6.377 0.158 -3.147
H56 5.940 -1.942 -4.423
H57 3.580 -2.767 -4.595
H58 1.775 -1.439 -3.507

Summary:
- Net charge: +1
- M: 1173.77 g mol⁻¹
- Kohn-Sham gap: 7.29 eV
- LUMO energy: -0.102 Ha
- Relative energy (zero: lowest compared OMol25 entry of this formula, charge and spin): 0.0 kJ/mol
- DFT total energy: -177392.126 eV
- HOMO energy: -10.07 eV

These are the Löwdin partial charges, in e, on atoms 1 to 2: 0.7749, -0.0059

***

2.
This record from OMol25 describes a structure of composition C12H30AlFN3O7P in a non-equilibrium geometry. The level of theory is ωB97M-V/def2-TZVPD.

Atoms and positions in Å:
Al1 -3.079 -0.496 -4.527
F1 1.204 -2.492 -6.250
O1 0.788 -0.330 0.443
P1 1.959 0.145 1.257
N1 3.023 1.154 0.301
C1 3.950 0.412 -0.562
C2 2.618 2.453 -0.202
N2 2.873 -1.153 1.924
C3 3.854 -1.039 3.036
C4 2.811 -2.376 1.226
N3 1.376 0.949 2.619
C5 0.270 0.369 3.367
C6 2.097 1.922 3.316
H1 4.425 -0.438 -0.073
H2 4.522 1.129 -1.150
H3 3.252 -0.025 -1.277
H4 2.226 3.108 0.576
H5 1.906 2.427 -1.027
H6 3.525 2.940 -0.560
H7 3.329 -1.126 3.987
H8 4.612 -1.820 3.101
H9 4.467 -0.139 2.985
H10 3.076 -2.272 0.174
H11 3.505 -3.131 1.597
H12 1.829 -2.847 1.279
H13 -0.619 0.542 2.761
H14 0.592 -0.673 3.387
H15 0.157 0.892 4.316
H16 3.135 2.034 3.004
H17 2.354 1.544 4.305
H18 1.684 2.923 3.440
C7 -3.819 -6.693 -0.458
O2 -3.068 -7.702 -1.223
C8 -2.364 -7.215 -2.236
O3 -2.316 -6.006 -2.630
O4 -1.549 -8.166 -2.653
C9 -0.431 -7.824 -3.474
H19 -3.324 -6.177 0.365
H20 -4.508 -7.272 0.157
H21 -4.310 -5.950 -1.087
H22 0.253 -8.660 -3.626
H23 0.096 -7.056 -2.907
H24 -0.673 -7.441 -4.466
C10 -3.410 7.384 -2.911
O5 -3.378 7.166 -1.481
C11 -3.394 5.939 -0.998
O6 -3.109 4.970 -1.725
O7 -3.769 5.865 0.243
C12 -4.524 6.828 0.934
H25 -2.502 7.024 -3.397
H26 -3.368 8.350 -3.413
H27 -4.200 6.812 -3.398
H28 -4.843 7.791 0.535
H29 -3.882 7.223 1.721
H30 -5.330 6.227 1.355

Summary:
- Net charge: +2
- M: 405.34 g mol⁻¹
- Kohn-Sham gap: 1.74 eV
- LUMO energy: -0.444 Ha
- Relative energy (zero: lowest compared OMol25 entry of this formula, charge and spin): 602.0 kJ/mol
- DFT total energy: -50310.753 eV
- HOMO energy: -13.81 eV

These are the Löwdin partial charges, in e, on atoms 1 to 2: 0.9944, -0.3051

***

3.
This record from OMol25 describes the molecule C4H2O2 in a non-equilibrium geometry. The level of theory is ωB97M-V/def2-TZVPD.

Atoms and positions in Å:
C1 -0.316 0.432 2.108
C2 -0.269 -0.163 1.012
C3 -0.529 -0.422 -0.393
O1 -1.471 -0.926 -0.913
C4 0.682 -0.039 -1.377
O2 0.361 0.244 -2.636
H1 -0.274 0.863 3.051
H2 1.815 0.011 -0.853

Summary:
- M: 82.06 g mol⁻¹
- SMILES: C#CC(=O)C=O
- Kohn-Sham gap: 9.01 eV
- LUMO energy: -0.048 Ha
- Relative energy (zero: lowest compared OMol25 entry of this formula, charge and spin): 164.0 kJ/mol
- DFT total energy: -8270.829 eV
- HOMO energy: -10.31 eV

These are the Löwdin partial charges, in e, on atoms 1 to 2: 0.1893, -0.0220

***

4.
This record from OMol25 describes the ion C6H12N5S with charge +1 in a non-equilibrium geometry. The level of theory is ωB97M-V/def2-TZVPD.

Atoms and positions in Å:
N1 0.014 -3.759 -0.899
S1 1.616 -3.367 -0.826
C1 1.762 -1.686 -1.880
N2 1.201 -0.579 -1.106
C2 1.653 0.545 -0.519
C3 0.605 1.170 0.160
N3 -0.427 0.319 -0.100
N4 -0.109 -0.689 -0.862
C4 -1.713 0.489 0.382
C5 -1.734 1.597 1.482
N5 -0.975 2.672 1.056
C6 0.410 2.268 1.064
H1 -0.571 -3.569 -0.109
H2 -0.282 -4.427 -1.622
H3 1.053 -1.899 -2.723
H4 2.891 -1.526 -2.018
H5 2.725 0.744 -0.423
H6 -2.067 -0.510 0.641
H7 -2.350 0.892 -0.476
H8 -2.730 1.894 1.738
H9 -1.488 1.050 2.454
H10 -1.213 3.555 1.592
H11 0.572 1.834 2.134
H12 1.155 2.983 0.861

Summary:
- Net charge: +1
- M: 186.26 g mol⁻¹
- SMILES: NSCn1cc2[n+](n1)CCNC2
- Kohn-Sham gap: 9.10 eV
- LUMO energy: -0.132 Ha
- Relative energy (zero: lowest compared OMol25 entry of this formula, charge and spin): 10.5 kJ/mol
- DFT total energy: -24693.650 eV
- HOMO energy: -12.69 eV

These are the Löwdin partial charges, in e, on atoms 1 to 2: -0.3971, 0.8020

***

5.
This record from OMol25 describes the molecule C4H10NPS in a non-equilibrium geometry. The level of theory is ωB97M-V/def2-TZVPD.

Atoms and positions in Å:
C1 0.607 -0.641 -0.426
C2 -0.308 -1.003 -1.350
C3 1.859 -0.041 -0.935
C4 -1.408 1.597 0.780
N1 0.525 -0.704 1.054
P1 -0.715 0.150 1.934
S1 -2.234 -1.403 1.970
H1 -1.215 -1.343 -1.051
H2 -2.150 -1.447 3.383
H3 -0.140 -0.988 -2.404
H4 2.218 0.823 -0.484
H5 1.936 0.060 -2.011
H6 2.836 -0.737 -0.842
H7 -2.348 1.679 1.271
H8 -0.564 2.261 0.943
H9 -1.470 1.177 -0.213
H10 1.381 -0.327 1.437

Summary:
- M: 135.17 g mol⁻¹
- 2S+1: 3
- Kohn-Sham gap (alpha / beta): 5.74 / 7.02 eV
- LUMO energy (alpha / beta): 0.031 / -0.070 Ha
- Relative energy (zero: lowest compared OMol25 entry of this formula, charge and spin): 92.4 kJ/mol
- DFT total energy: -25919.000 eV
- HOMO energy (alpha / beta): -4.89 / -8.92 eV

These are the Löwdin partial charges, in e, on atoms 1 to 2: -0.4374, 0.0370

***

6.
This record from OMol25 describes the molecule C4H5N in a non-equilibrium geometry. The level of theory is ωB97M-V/def2-TZVPD.

Atoms and positions in Å:
C1 2.099 -0.600 0.814
C2 0.960 -0.336 0.533
C3 -0.409 0.029 0.206
C4 -1.195 0.831 -1.594
N1 -0.822 -0.402 -1.152
H1 3.107 -0.846 1.063
H2 -1.145 -0.307 0.935
H3 -0.398 1.142 0.153
H4 -2.035 1.134 -0.923
H5 -0.030 -0.781 -1.666

Summary:
- M: 67.09 g mol⁻¹
- Kohn-Sham gap: 8.92 eV
- LUMO energy: 0.016 Ha
- Relative energy (zero: lowest compared OMol25 entry of this formula, charge and spin): 541.7 kJ/mol
- DFT total energy: -5713.232 eV
- HOMO energy: -8.47 eV

These are the Löwdin partial charges, in e, on atoms 1 to 2: 0.1243, -0.1207

***

> Look up the M of the third one.

82.06 g mol⁻¹

***

> What is the relative energy (zero: lowest compared OMol25 entry of this formula, charge and spin) in the fourth record?

10.5 kJ/mol

***

> What is the M in the second record?

405.34 g mol⁻¹